No. 1
This record from the Open Molecules 2025 dataset describes C23H27FN2O3 in the gas phase. The level of theory is ωB97M-V with the def2-TZVPD basis set.

Last column: Mulliken charge in e.
Atoms and positions in Å:
F  -2.890  -5.947  -1.789  -0.33
O  2.066  -0.175  -1.676  -0.72
O  1.860  3.650  3.379  -0.53
O  -0.299  2.309  2.044  -0.45
N  4.207  -0.356  -0.989  -0.17
N  -2.964  0.164  -0.418  0.50
C  0.991  2.094  1.640  1.22
C  2.708  1.072  0.239  -0.40
C  -2.173  -3.700  -1.821  -0.61
C  -1.554  0.220  1.561  -0.45
C  6.005  -1.232  -2.532  -0.64
C  -2.985  1.606  -0.531  -0.95
C  -1.657  2.171  -0.032  -0.35
C  5.541  -2.387  -1.690  -0.58
C  2.948  0.137  -0.894  0.23
C  3.696  1.777  0.914  -0.75
C  -4.738  -2.923  -1.096  -0.38
C  -2.884  -0.238  0.972  -0.86
C  3.332  2.618  1.945  -0.92
C  2.005  2.789  2.337  0.35
C  0.604  3.939  3.951  -0.65
C  -1.442  1.741  1.422  -0.65
C  -3.173  -4.635  -1.627  0.41
C  -4.051  -0.495  -1.117  -1.16
C  -4.456  -4.268  -1.267  -0.62
C  4.601  -1.265  -2.011  -0.21
C  -2.474  -2.362  -1.652  -0.25
C  1.378  1.254  0.609  0.29
C  -3.755  -1.962  -1.288  0.38
H  -3.117  1.874  -1.582  0.46
H  0.657  0.699  0.035  0.44
H  -5.735  -2.622  -0.811  0.36
H  -5.021  -0.361  -0.604  0.32
H  0.821  4.622  4.773  0.32
H  -2.951  -1.327  1.022  0.48
H  4.891  -0.126  -0.286  0.21
H  -0.862  1.802  -0.674  0.20
H  4.737  1.711  0.638  0.40
H  -1.494  -0.055  2.616  0.37
H  5.918  -2.460  -0.680  0.24
H  3.782  -1.438  -2.697  0.53
H  4.075  3.181  2.487  0.44
H  -3.821  2.050  0.044  0.34
H  -1.182  -4.022  -2.100  0.46
H  5.382  -3.342  -2.164  0.24
H  -0.064  4.427  3.239  0.22
H  -3.721  0.186  1.561  0.27
H  0.121  3.041  4.342  0.24
H  -1.711  -1.612  -1.792  0.44
H  -1.667  3.261  -0.091  0.37
H  -4.134  -0.039  -2.110  0.39
H  -5.211  -5.024  -1.122  0.42
H  -2.253  2.184  2.020  0.40
H  6.694  -0.529  -2.088  0.23
H  -0.751  -0.286  1.030  0.17
H  6.166  -1.391  -3.586  0.24

The calculation puts the lowest unoccupied orbital energy at 0.768 eV. The SMILES is COc1ccc(C(=O)NC2CC2)cc1OC1CCN(Cc2ccc(F)cc2)CC1. For the HOMO-LUMO gap, the calculation gives 8.9 eV. The calculated total energy comes out at -36128.3596 eV.

***

No. 2
This record from the Open Molecules 2025 dataset describes a molecular structure, C26H51FN2OPdSbSi4. The level of theory is ωB97M-V with the def2-TZVPD basis set.

Last column: Mulliken charge in e.
Atoms and positions in Å:
Sb  0.369  1.109  2.441  -0.91
Pd  0.170  0.679  -0.054  0.64
Si  2.404  1.603  3.990  0.85
Si  3.321  1.075  -0.644  0.20
Si  -0.866  -0.831  3.616  0.67
Si  -0.998  3.332  2.607  0.74
F  -0.210  -1.917  0.045  -0.17
O  -2.084  0.851  0.242  0.36
N  -0.095  0.909  -2.291  1.01
N  2.015  -0.040  -0.270  0.55
C  -2.886  0.610  -0.939  -0.66
C  1.251  -3.719  -0.060  -0.49
C  -0.701  2.217  -4.184  -0.81
C  -0.824  4.163  4.272  -1.33
C  0.150  1.483  -4.991  -0.59
C  0.714  0.191  -3.079  -0.96
C  -1.751  2.667  -1.942  0.68
C  2.138  -1.424  -0.231  1.04
C  -1.221  -0.343  5.385  -1.15
C  1.702  2.150  5.631  -1.01
C  -2.471  -1.162  2.706  -1.18
C  3.375  0.037  4.296  -1.20
C  0.270  -2.307  3.502  -0.66
C  -0.197  4.413  1.301  -0.61
C  3.404  -2.036  -0.365  -0.64
C  4.127  0.753  -2.310  -1.12
C  1.090  -2.350  -0.079  -0.06
C  3.588  -3.405  -0.353  -1.07
C  4.681  0.972  0.645  -0.67
C  0.867  0.440  -4.429  -0.88
C  -2.821  3.028  2.324  -0.72
C  -3.066  1.917  -1.689  -1.03
C  2.628  2.814  -0.697  -0.59
C  2.513  -4.268  -0.196  -0.60
C  3.408  3.001  3.263  -0.92
C  -0.809  1.909  -2.834  0.31
H  1.664  2.864  -1.209  -0.06
H  1.056  1.397  6.080  0.18
H  0.568  -2.500  2.470  -0.07
H  3.796  -0.421  3.401  0.32
H  -2.282  -1.662  1.752  0.25
H  0.372  -4.338  0.059  0.47
H  -3.857  0.228  -0.620  0.43
H  -0.822  5.280  1.071  0.46
H  -3.084  -1.840  3.305  0.56
H  -1.678  0.645  5.458  0.32
H  4.254  0.971  1.647  -0.50
H  -3.298  2.758  3.269  0.40
H  -1.281  3.036  -4.587  0.50
H  3.415  0.772  -3.135  0.28
H  0.251  1.722  -6.041  0.44
H  2.757  -0.707  4.799  0.29
H  2.546  2.307  6.309  0.42
H  2.779  3.857  3.011  0.24
H  0.161  4.609  4.415  0.34
H  3.322  3.457  -1.244  0.55
H  2.498  3.240  0.301  0.01
H  -3.557  1.692  -2.639  0.41
H  5.271  0.062  0.544  0.48
H  0.005  3.879  0.374  -0.26
H  -1.265  2.855  -0.986  -1.40
H  -0.233  -3.201  3.879  0.45
H  -3.287  3.953  1.974  0.40
H  1.176  -2.164  4.091  0.26
H  1.533  -0.173  -5.019  0.52
H  1.247  -0.616  -2.594  0.51
H  4.668  -0.193  -2.361  0.31
H  -3.735  2.569  -1.125  0.47
H  -1.910  -1.062  5.836  0.43
H  4.590  -3.800  -0.462  0.47
H  3.961  2.714  2.374  0.19
H  -2.155  0.070  0.809  -0.47
H  0.762  4.785  1.670  0.33
H  4.272  -1.404  -0.473  0.13
H  -3.026  2.246  1.597  -0.10
H  2.650  -5.339  -0.184  0.42
H  5.371  1.815  0.565  0.43
H  4.202  0.281  4.970  0.47
H  -0.311  -0.344  5.986  0.29
H  4.129  3.333  4.015  0.48
H  -1.559  4.973  4.309  0.44
H  -1.967  3.639  -2.384  0.73
H  1.148  3.083  5.574  0.25
H  4.852  1.551  -2.492  0.43
H  -1.033  3.495  5.107  0.33
H  -3.056  -0.254  2.544  0.34
H  -2.399  -0.150  -1.554  0.42

The calculation puts the lowest unoccupied orbital energy (alpha / beta) at -3.023 / -3.022 eV. Its total charge is +1. For the HOMO-LUMO gap (alpha / beta), the calculation gives 6.7 / 6.7 eV. The calculated total energy comes out at -77062.4837 eV.

***

No. 3
This record from the Open Molecules 2025 dataset describes 2 unconnected molecules or ions with the total composition C29H54F3IN5O6P. The level of theory is ωB97M-V with the def2-TZVPD basis set.

Last column: Mulliken charge in e.
Atoms and positions in Å:
I  1.171  -5.020  -3.649  0.04
P  1.606  -1.211  3.782  -0.04
F  -3.108  -2.142  -3.063  -0.27
F  -2.646  -2.138  -0.759  -0.07
F  -4.421  -0.978  -1.606  -0.30
O  -2.945  -6.272  3.514  -0.92
O  -2.311  -2.136  2.567  -0.35
O  -0.331  3.539  4.570  -0.59
O  -0.336  -1.689  2.214  -0.16
O  -2.972  5.421  3.559  -0.53
O  -2.263  3.239  3.376  -0.31
N  2.806  6.098  -5.016  -0.57
N  0.559  6.173  -5.897  -0.63
N  1.471  -0.565  0.891  1.27
N  -1.618  -1.271  2.125  0.11
N  1.504  3.966  -5.725  -0.39
C  -0.600  1.167  3.802  -0.13
C  3.933  -0.845  -0.148  -0.68
C  -4.937  -5.257  2.842  -1.13
C  0.462  2.131  -1.065  -0.21
C  -3.755  -6.168  2.456  0.43
C  2.687  -1.377  0.725  0.11
C  2.212  -3.043  3.605  -0.74
C  0.799  3.582  -3.230  -0.38
C  -0.335  0.976  -0.262  3.16
C  0.980  -0.822  -1.730  -0.67
C  -1.059  2.719  3.930  0.15
C  -2.124  4.647  3.045  0.69
C  -0.241  2.574  -2.472  0.15
C  1.428  -2.852  -3.339  -1.29
C  0.204  0.847  2.450  -0.32
C  -3.060  -1.377  -1.873  0.52
C  -1.019  5.234  2.053  -0.63
C  -2.246  0.021  -2.052  -1.14
C  0.493  -0.453  -0.259  -0.69
C  -1.857  0.747  -0.721  -2.03
C  -0.562  1.579  1.247  -1.99
C  1.594  5.438  -5.552  0.49
C  3.937  0.648  -0.684  -0.76
C  0.428  3.463  -4.808  -0.76
C  2.440  -2.941  0.308  -0.96
C  0.677  -0.656  2.188  0.58
C  0.332  -1.582  5.186  -0.86
C  -2.964  -5.503  1.312  -0.75
C  0.374  -2.265  -2.239  -0.41
H  -4.206  -7.082  2.021  0.18
H  3.264  -3.104  3.164  0.21
H  -2.356  1.792  -0.697  0.78
H  0.623  -0.097  -2.563  -0.16
H  3.967  -1.527  -1.088  0.26
H  -0.402  -1.191  -0.173  0.01
H  -0.689  -1.893  4.779  0.22
H  -1.475  0.473  4.031  0.35
H  2.562  -3.130  -0.808  0.24
H  2.083  -0.924  -1.948  0.40
H  4.972  -1.026  0.332  0.39
H  1.349  -3.235  0.566  0.08
H  1.877  3.190  -3.142  0.24
H  0.007  4.840  2.419  0.26
H  0.682  4.662  -2.842  0.24
H  0.697  -2.431  5.874  0.46
H  -3.032  0.689  -2.587  0.42
H  0.226  -2.999  -1.372  0.38
H  2.517  -2.716  -3.027  0.42
H  -2.122  -6.128  0.993  0.36
H  -0.404  1.699  -3.185  -0.19
H  2.375  3.523  -5.363  0.30
H  -1.123  4.885  0.971  0.14
H  3.419  0.775  -1.709  0.11
H  -2.382  0.168  0.137  0.59
H  -2.567  -4.522  1.597  -0.20
H  1.858  0.412  0.926  0.20
H  -0.606  -2.154  -2.807  0.33
H  -3.609  -5.352  0.434  0.34
H  -0.930  6.382  2.111  0.34
H  1.448  -3.547  2.903  0.21
H  -1.467  -0.183  -2.849  0.42
H  3.277  -1.494  1.718  0.62
H  3.641  5.486  -5.128  0.30
H  0.212  2.377  -5.129  0.24
H  3.123  -3.643  0.911  0.29
H  -5.603  -5.103  1.981  0.31
H  -1.681  1.580  1.553  0.69
H  1.180  1.462  2.617  0.36
H  5.037  0.961  -0.863  0.48
H  -5.537  -5.701  3.643  0.34
H  -0.276  2.695  1.330  -0.67
H  -0.578  4.011  -4.921  0.25
H  -4.606  -4.267  3.179  0.10
H  2.711  6.210  -3.992  0.29
H  0.610  3.115  -0.512  0.51
H  1.531  1.812  -1.383  -0.95
H  -1.262  3.055  -2.288  0.37
H  -0.182  5.561  -6.267  0.31
H  0.212  -0.673  5.894  0.28
H  2.252  -3.569  4.622  0.49
H  1.296  -2.296  -4.344  0.51
H  3.511  1.436  0.040  0.18
H  0.186  1.088  4.649  0.33

The calculation puts the lowest unoccupied orbital energy at -1.107 eV. For the HOMO-LUMO gap, the calculation gives 3.0 eV. The calculated total energy comes out at -76210.5676 eV.

***

No. 4
This record from the Open Molecules 2025 dataset describes 3 unconnected molecules or ions with the total composition C20H41N4O6. The level of theory is ωB97M-V with the def2-TZVPD basis set.

Last column: Mulliken charge in e.
Atoms and positions in Å:
O  4.714  2.950  0.585  -0.52
O  -3.371  -5.215  1.801  -0.52
O  -1.554  -0.801  -0.632  -0.28
O  2.725  3.995  0.767  -0.45
O  3.148  -1.278  -2.590  -0.30
O  2.288  3.804  3.882  -0.52
N  0.858  0.873  -2.504  1.16
N  -0.606  0.162  -0.684  0.29
N  -3.894  2.993  -3.678  -0.60
N  -1.497  1.554  -2.392  0.07
C  4.054  3.286  5.436  -1.27
C  0.874  -0.214  -3.515  -0.62
C  3.176  4.378  4.845  0.44
C  -3.135  -7.501  1.080  -1.29
C  1.919  3.103  -1.864  -0.61
C  1.260  2.199  -3.023  -0.87
C  3.242  2.406  -1.269  0.08
C  -0.478  0.892  -1.907  -0.57
C  2.502  -0.624  -3.737  0.35
C  -1.111  -2.157  -0.480  -0.17
C  -2.849  1.634  -1.778  -0.47
C  -3.894  1.646  -3.007  -0.60
C  3.613  3.129  0.080  0.29
C  2.775  -2.273  -3.809  -1.04
C  1.626  -0.256  0.656  -0.58
C  2.367  5.082  5.922  -1.31
C  0.588  -0.016  0.051  -0.11
C  -1.116  -2.677  1.048  -0.75
C  -4.061  -6.298  1.176  0.41
C  -5.314  -6.627  1.972  -1.27
H  3.019  5.546  6.665  0.37
H  4.757  3.697  6.165  0.38
H  1.125  3.280  -1.083  0.20
H  -5.060  -6.917  2.997  0.34
H  -2.807  -7.820  2.074  0.34
H  -5.874  -7.443  1.508  0.38
H  0.439  -1.143  -3.051  0.21
H  -3.460  0.895  -3.751  0.28
H  1.733  5.855  5.482  0.33
H  1.701  4.378  6.432  0.34
H  -4.933  1.331  -2.689  0.43
H  -1.910  -2.804  -0.981  0.41
H  4.096  2.411  -2.020  0.36
H  -4.340  -5.968  0.172  0.24
H  2.997  1.308  -1.068  -0.12
H  0.439  2.824  -3.489  0.24
H  2.066  2.111  -3.823  0.33
H  -1.330  -1.762  1.697  0.28
H  0.477  0.054  -4.536  0.32
H  -3.077  0.797  -1.056  0.32
H  -1.346  2.122  -3.233  0.40
H  -4.899  3.217  -3.763  0.27
H  -0.156  -2.429  -1.031  0.18
H  2.464  -0.214  1.408  0.44
H  -0.092  -3.043  1.381  0.31
H  -3.564  2.906  -4.651  0.25
H  -3.016  2.604  -1.212  0.27
H  -1.938  -3.450  1.237  0.10
H  3.799  5.105  4.319  0.27
H  -5.964  -5.752  2.043  0.32
H  -2.234  -7.247  0.515  0.31
H  3.144  0.067  -4.443  0.37
H  3.615  -2.884  -3.382  0.43
H  -3.119  -5.496  2.691  0.32
H  1.732  3.159  4.336  0.31
H  4.621  2.782  4.650  0.31
H  3.446  2.521  5.930  0.33
H  2.577  3.575  1.647  0.33
H  2.263  4.078  -2.325  0.52
H  -3.630  -8.342  0.589  0.38
H  3.386  -2.054  -4.783  0.22

The calculation puts the lowest unoccupied orbital energy at -3.779 eV. Its total charge is +1. For the HOMO-LUMO gap, the calculation gives 7.7 eV. The calculated total energy comes out at -39631.5995 eV.

***

No. 5
This record from the Open Molecules 2025 dataset describes C3H2ClNO in the gas phase. The level of theory is ωB97M-V with the def2-TZVPD basis set.

Last column: Mulliken charge in e.
Atoms and positions in Å:
Cl  -1.484  2.188  0.022  -0.17
O  0.510  -0.620  -1.250  -0.09
N  -0.212  0.512  -1.451  -0.37
C  -0.082  -0.098  0.781  -0.43
C  -0.580  0.766  -0.219  0.48
C  0.622  -0.974  0.020  -0.15
H  -0.066  0.065  1.818  0.37
H  1.292  -1.839  0.278  0.36

The calculation puts the lowest unoccupied orbital energy at 0.901 eV. The SMILES is Clc1ccon1. For the HOMO-LUMO gap, the calculation gives 11.2 eV. The calculated total energy comes out at -19201.4495 eV.

***

No. 6
This record from the Open Molecules 2025 dataset describes 2 unconnected molecules or ions with the total composition CH3O3Si. The level of theory is ωB97M-V with the def2-TZVPD basis set.

Last column: Mulliken charge in e.
Atoms and positions in Å:
Si  0.690  -0.861  0.184  0.00
O  -1.032  1.300  -0.262  -0.26
O  0.284  -2.317  0.292  -0.67
O  -1.273  -0.273  -1.787  -0.59
C  -0.642  0.126  -0.828  0.39
H  -0.472  1.402  0.455  0.17
H  0.460  0.708  1.775  -0.03
H  1.985  -0.085  0.171  0.00

The calculation puts the lowest unoccupied orbital energy (alpha / beta) at 4.337 / 1.552 eV. Its total charge is -1. As for the expectation value of S²: 2.007. For the HOMO-LUMO gap (alpha / beta), the calculation gives 5.0 / 6.4 eV. The multiplicity is 3. The calculated total energy comes out at -15102.4595 eV.